No. 1
C5H7NO | ωB97M-V/def2-TZVPD

Computed properties:
Net charge: 0
E_HOMO in eV: -9.05
2S+1: 1

Geometry (Å):
1 O -1.168047 -0.883694 1.812328
2 C -0.737250 -1.515430 0.868554
3 C 0.503692 -1.086458 0.094697
4 C 0.928837 0.132642 -0.861936
5 C -0.319843 0.950332 -1.017760
6 C -0.089900 1.137371 0.502815
7 N 1.074863 0.153106 0.578263
8 H -1.199316 -2.495952 0.656102
9 H 1.100302 -1.952653 -0.156510
10 H 1.848983 0.434044 -1.396012
11 H -1.167427 0.335878 -1.339894
12 H -0.246956 1.836085 -1.653052
13 H -0.868818 0.849208 1.186994
14 H 0.340881 2.105520 0.725413

Forces on atoms 1 to 6 (eV/Å):
0.2 -1.1 -0.4
-0.3 0.5 -0.2
0.3 0.5 -0.7
-0.2 -0.8 -0.4
0.0 0.2 0.2
-0.4 0.5 0.6

Atom charges from the Mulliken analysis, given in e for atoms 1 to 5:
1 O -0.49
2 C -0.18
3 C 0.05
4 C -0.11
5 C -0.58

No. 2
C5H7NO | ωB97M-V/def2-TZVPD

Computed properties:
Net charge: 0
E_HOMO in eV: -9.40
2S+1: 1

Geometry (Å):
1 O 2.054906 -0.716480 -0.958498
2 C 1.254384 -0.586236 -0.061088
3 C 0.253498 0.527743 -0.057001
4 C -1.223238 0.291103 0.010986
5 C -1.563457 -0.864484 0.916671
6 C -0.847285 -0.283092 1.881136
7 N -0.512994 0.937567 1.139596
8 H 1.743869 0.763128 -2.773100
9 H 1.237122 -1.285779 0.793057
10 H 0.556287 1.374407 -0.670867
11 H -1.905329 0.867635 -0.607276
12 H 1.567489 1.276381 -3.284087
13 H -2.124394 -1.781346 0.792796
14 H -0.490859 -0.520553 2.877680

Forces on atoms 1 to 6 (eV/Å):
-0.3 0.0 0.4
0.2 -0.1 -0.2
0.2 0.0 -0.2
-0.2 0.1 -0.3
0.1 0.0 0.1
-0.1 -0.2 0.1

Atom charges from the Mulliken analysis, given in e for atoms 1 to 5:
1 O -0.44
2 C -0.12
3 C 0.19
4 C -0.12
5 C -0.26

The records above yield Kohn-Sham gap values of 9.542, 10.154 eV, respectively.
The records above yield ΔE to the lowest compared entry with this formula, charge and spin values of 98.1, 110.2 kcal/mol, respectively.